Model A:
ORCA calculation (ωB97M-V/def2-TZVPD) on one molecule with the formula CH5OPS.

The value obtained for the HOMO energy is -8.79 eV. As for the total charge: 0. As for the SMILES: COPS.

Atoms and positions in Å:
H1 -1.60 -0.01 1.10
O1 -0.28 0.50 -0.59
H2 1.23 2.12 -0.94
H3 1.66 -1.30 0.02
H4 -0.89 -1.43 0.08
H5 -2.09 -0.57 -0.62
C1 -1.24 -0.41 0.06
S1 2.48 -0.39 0.68
P1 0.72 1.50 0.22

So, what does the Mulliken scheme give us? The charges, in e, come out as: 0.27, -0.25, 0.08, 0.12, 0.27, 0.24, -0.56, -0.38, 0.20

Model B:
ORCA calculation (ωB97M-V/def2-TZVPD) on a 2-piece molecular cluster, CH5OPS overall.

The value obtained for the HOMO energy (spin up / spin down) is -9.45 / -8.95 eV. As for the total charge: 0.

Atoms and positions in Å:
H1 0.77 3.35 -1.66
H2 0.88 0.88 1.21
P1 -0.83 0.21 -0.37
S1 -2.46 -0.14 0.62
H3 0.54 -0.73 1.59
H4 1.61 -0.53 0.25
H5 -0.49 -1.92 -1.01
O1 -0.66 -1.04 -1.38
C1 0.62 -0.08 0.75

So, what does the Mulliken scheme give us? The charges, in e, come out as: 0.01, 0.33, 0.39, -0.27, 0.38, 0.28, 0.33, -0.49, -0.96

Model C:
ORCA calculation (ωB97M-V/def2-TZVPD) on a 2-piece molecular cluster, CH5OPS overall.

The value obtained for the HOMO energy is -9.59 eV. As for the total charge: 0.

Atoms and positions in Å:
O1 -1.09 -1.72 0.47
H1 3.72 -0.93 -0.84
H2 -1.81 -0.70 -1.43
P1 -1.53 -0.52 -0.10
S1 3.32 -0.03 0.08
C1 -1.43 1.02 0.49
H3 -1.80 1.91 -0.04
H4 1.99 -0.17 -0.23
H5 -1.38 1.13 1.60

So, what does the Mulliken scheme give us? The charges, in e, come out as: -0.53, 0.14, 0.11, 0.52, -0.27, -0.58, 0.27, 0.13, 0.23

Model D:
ORCA calculation (ωB97M-V/def2-TZVPD) on a 2-piece molecular cluster, CH5OPS overall.

The value obtained for the HOMO energy (spin up / spin down) is -8.89 / -8.46 eV. As for the total charge: 0.

Atoms and positions in Å:
C1 1.62 -0.07 -0.29
P1 -2.17 0.47 0.10
H1 0.92 0.64 -0.83
S1 0.78 -1.50 0.34
O1 -1.88 -0.81 -0.59
H2 -2.78 0.13 1.42
H3 -1.04 1.16 0.38
H4 2.35 -0.41 -1.04
H5 2.20 0.39 0.49

So, what does the Mulliken scheme give us? The charges, in e, come out as: -0.68, 0.27, 0.21, -0.09, -0.38, 0.08, 0.03, 0.28, 0.27

model A wins, 0.0108 hartree ahead of the next structure.

Model A:
ORCA calculation (ωB97M-V/def2-TZVPD) on one molecule with the formula C22H27N3O2.

The value obtained for the HOMO energy is -7.07 eV. As for the total charge: 0. As for the SMILES: O=C(CN1CCN(c2ccc(O)cc2)CC1)N[C@H]1CCCc2ccccc21.

Atoms and positions in Å:
C1 -3.30 1.85 1.47
H1 2.39 -0.69 -2.69
C2 5.63 -0.56 -1.51
C3 2.80 -0.82 -0.59
C4 4.44 -0.08 -2.34
C5 -1.84 1.39 1.38
C6 5.28 -0.69 -0.05
H2 -1.43 2.13 -1.84
O1 0.06 -0.55 0.00
C7 3.23 -0.96 -2.05
H3 -1.81 0.29 1.31
C8 6.30 -0.69 0.90
H4 4.22 0.96 -2.09
C9 -6.07 -2.17 0.05
C10 -1.91 1.63 -0.99
H5 -6.60 -3.79 -0.81
N1 -1.22 2.02 0.22
H6 0.64 2.23 1.10
H7 -5.21 -2.35 -1.90
C11 0.74 0.45 -0.08
H8 -3.93 1.83 -1.78
H9 3.49 -2.00 -2.24
C12 -5.28 -1.74 -1.01
C13 0.22 1.87 0.15
H10 -1.29 1.70 2.28
C14 -3.37 2.07 -0.88
C15 4.71 -0.97 2.67
H11 4.69 -0.12 -3.40
H12 -3.98 -0.28 -1.79
H13 -5.57 0.44 2.13
H14 -1.86 0.54 -1.15
C16 3.96 -0.85 0.37
H15 2.59 1.28 -0.40
C17 3.69 -0.98 1.73
H16 6.82 -0.82 2.97
C18 6.02 -0.83 2.24
H17 6.48 0.11 -1.62
H18 -3.38 3.16 -0.75
O2 -6.77 -3.35 0.02
H19 -3.32 2.94 1.58
H20 -3.76 1.40 2.35
H21 5.94 -1.55 -1.88
C19 -4.58 -0.55 -0.94
H22 -6.77 -1.69 2.01
H23 7.32 -0.57 0.57
H24 4.48 -1.08 3.72
H25 2.66 -1.10 2.05
N2 -4.03 1.50 0.27
H26 0.58 2.51 -0.66
H27 2.09 -1.61 -0.34
C20 -6.15 -1.37 1.19
C21 -5.46 -0.18 1.25
N3 2.06 0.42 -0.38
C22 -4.65 0.26 0.19

So, what does the Mulliken scheme give us? The charges, in e, come out as: -1.24, 0.40, -1.04, -0.28, -0.76, -0.42, 0.90, 0.43, -0.69, -1.15, 0.26, -0.70, 0.32, 0.86, -0.28, 0.26, 0.03, 0.40, 0.25, 1.02, 0.54, 0.36, -0.84, -1.50, 0.48, -1.46, -0.70, 0.37, 0.22, 0.42, 0.33, 0.30, 0.37, -0.66, 0.38, -0.57, 0.44, 0.42, -0.57, 0.39, 0.41, 0.34, -0.39, 0.39, 0.42, 0.40, 0.50, 0.06, 0.44, 0.58, -0.78, -0.34, -0.03, 0.73

Model B:
ORCA calculation (ωB97M-V/def2-TZVPD) on one molecule with the formula C22H27N3O2.

The value obtained for the HOMO energy is -8.10 eV. As for the total charge: 0. As for the SMILES: CCc1ccc(CN(C)C(=O)[C@@H]2CCC(=O)N(Cc3ccccn3)C2)cc1.

Atoms and positions in Å:
H1 -0.09 0.78 -2.07
H2 4.68 -2.28 -0.59
C1 5.02 -0.43 0.72
H3 -6.13 -1.85 -1.43
C2 0.07 1.57 0.58
C3 6.55 -1.48 -0.79
N1 -1.05 2.15 -0.03
H4 7.51 1.49 0.92
C4 0.90 0.49 -1.54
O1 2.02 -2.26 0.09
O2 0.36 1.03 1.64
C5 7.42 -0.51 -0.46
C6 -1.50 2.74 -1.27
H5 6.88 -2.13 -1.26
H6 1.48 2.59 -1.13
H7 0.54 -1.75 -1.65
H8 -2.61 3.18 0.95
C7 1.78 -1.22 0.18
C8 -2.79 -0.29 0.82
H9 -4.56 2.13 -0.27
H10 -0.36 2.86 -1.80
C9 -5.21 0.46 -0.31
H11 -0.24 -1.03 -0.35
H12 -7.14 -1.59 0.93
H13 -1.81 -0.48 1.41
H14 -1.83 1.99 2.08
C10 -6.66 -2.47 0.79
C11 5.39 -1.30 -0.14
C12 -4.86 -1.15 -0.03
H15 2.63 1.70 1.07
C13 -2.12 2.20 1.09
H16 -6.18 0.58 -0.93
N2 5.79 0.43 0.97
H17 -1.87 1.82 -1.72
H18 -3.30 -2.31 0.72
H19 -5.11 -3.17 -0.57
C14 -4.26 1.24 0.04
H20 3.43 1.48 -0.66
H21 3.31 -1.51 2.05
C15 3.69 -0.61 1.50
C16 1.20 1.45 -0.52
H22 1.72 0.37 -2.44
C17 -5.72 -2.36 -0.60
H23 -1.90 3.48 -1.02
C18 -3.70 -1.46 0.73
C19 2.57 0.94 0.07
N3 2.69 -0.24 0.47
C20 7.03 0.57 0.53
H24 8.39 -0.23 -0.88
C21 -3.16 1.04 0.59
H25 -6.00 -2.66 1.57
H26 3.71 0.07 2.41
H27 -7.34 -3.31 0.42
C22 0.72 -0.78 -0.90

So, what does the Mulliken scheme give us? The charges, in e, come out as: 0.27, -0.02, 0.67, 0.40, 0.31, -1.45, 0.06, 0.39, -0.21, -0.38, -0.64, -0.27, -1.27, 0.82, 0.27, 0.31, 0.48, 0.26, 0.18, 0.51, 0.30, -0.94, -0.33, 0.36, 0.31, 0.49, -1.04, 0.65, 0.65, 0.18, -1.35, 0.25, -0.45, 0.45, 0.63, 0.43, 0.04, 0.12, 0.42, -1.11, -0.14, 0.30, -0.89, 0.62, -1.39, -1.02, 0.48, -0.37, 0.33, 0.26, 0.34, 0.39, 0.32, -0.02

model A wins, 0.6842 hartree ahead of the next structure.

Model A:
ORCA calculation (ωB97M-V/def2-TZVPD) on an isolated ion of composition C7H16N and charge +1.

The value obtained for the HOMO energy is -13.56 eV. As for the total charge: +1. As for the SMILES: C=CCCC[C@@H](C)[NH3+].

Atoms and positions in Å:
C1 -1.47 -0.77 1.41
C2 -2.63 -1.09 0.81
C3 -1.25 0.78 1.55
H1 1.77 1.45 0.51
H2 2.96 1.22 -1.57
H3 0.29 -1.59 -2.05
H4 2.70 0.01 -2.69
H5 1.01 -0.04 1.00
H6 -0.92 1.28 -0.59
H7 -2.21 1.31 1.54
C4 2.68 0.16 -1.60
H8 -3.36 -0.33 0.54
C5 -0.43 1.33 0.41
H9 0.60 0.79 -1.87
H10 -3.00 -2.10 0.63
C6 1.21 0.18 -1.21
H11 -0.53 2.42 0.56
H12 -0.77 0.93 2.52
N1 0.47 -1.17 -1.13
H13 -1.01 -1.38 2.18
H14 0.89 -1.85 -0.49
C7 1.00 0.74 0.22
H15 3.29 -0.42 -0.90
H16 -0.49 -1.02 -0.77

So, what does the Mulliken scheme give us? The charges, in e, come out as: -0.36, -0.72, -0.68, 0.45, 0.38, 0.40, 0.40, 0.35, 0.37, 0.46, -1.37, 0.23, -0.63, 0.36, 0.31, -0.10, 0.35, 0.30, -0.22, 0.41, 0.40, -0.64, 0.37, 0.18

Model B:
ORCA calculation (ωB97M-V/def2-TZVPD) on a 2-piece molecular cluster, C7H16N overall.

The value obtained for the HOMO energy (spin up / spin down) is -11.98 / -12.07 eV. As for the total charge: +1.

Atoms and positions in Å:
H1 -3.90 0.09 -0.40
H2 1.75 0.68 -1.85
C1 2.65 0.36 1.17
H3 -3.27 -0.98 0.81
H4 0.14 -1.02 2.15
H5 -1.91 0.81 -2.30
H6 2.67 -0.76 1.18
H7 2.26 0.87 2.03
H8 -2.39 1.95 -1.08
C2 -3.06 -0.56 -0.27
C3 -1.62 1.25 -1.34
C4 1.67 0.87 0.19
H9 3.36 0.10 -1.09
C5 -0.78 -0.38 0.54
H10 -0.07 -2.38 0.83
H11 -1.40 -1.73 1.95
H12 -2.91 -1.34 -0.96
C6 -0.50 -1.55 1.40
N1 2.24 0.19 -1.11
H13 3.74 0.54 0.98
H14 1.63 1.93 0.07
H15 -0.64 1.73 -1.51
C7 -1.61 0.10 -0.36
H16 1.97 -0.76 -1.02

So, what does the Mulliken scheme give us? The charges, in e, come out as: 0.43, 0.34, -1.43, 0.28, 0.29, 0.37, 0.36, 0.32, 0.37, -1.34, -1.16, -0.33, 0.37, 0.09, 0.24, 0.43, 0.36, -0.95, -0.35, 0.44, 0.37, 0.23, 0.93, 0.33

model A wins, 0.1598 hartree ahead of the next structure.

Model A:
ORCA calculation (ωB97M-V/def2-TZVPD) on a 2-piece molecular cluster, C8H17N2S overall.

The value obtained for the HOMO energy is -11.54 eV. As for the total charge: +1.

Atoms and positions in Å:
C1 -0.23 -0.74 4.44
C2 2.44 1.58 -1.66
N1 -0.96 0.93 -3.06
H1 0.26 -0.57 5.39
H2 0.00 -3.08 2.28
H3 1.35 0.11 3.30
C3 0.11 1.20 -2.60
H4 -2.86 1.85 -2.69
C4 0.48 -1.06 1.92
H5 -1.27 -0.46 4.68
C5 0.29 -0.12 3.11
H6 1.29 -2.40 3.35
C6 0.93 -2.46 2.35
H7 -0.95 -1.19 -3.64
H8 -1.68 2.95 -3.33
N2 1.14 1.43 -2.17
H9 2.29 1.34 -0.63
H10 -1.39 -0.84 -2.06
H11 -2.34 1.67 -4.47
S1 0.36 -0.54 0.41
H12 2.83 2.61 -1.82
H13 -2.51 -0.40 -3.29
H14 3.19 0.95 -2.11
H15 -0.46 -1.82 4.39
H16 1.55 -3.02 1.64
C7 -1.48 -0.48 -3.08
C8 -2.06 1.88 -3.39
H17 -0.34 0.68 2.75

So, what does the Mulliken scheme give us? The charges, in e, come out as: -1.16, -0.55, 0.01, 0.33, 0.32, 0.30, 0.23, 0.39, 0.47, 0.32, -0.46, 0.38, -1.21, 0.33, 0.36, 0.18, 0.23, 0.31, 0.37, -0.35, 0.29, 0.38, 0.30, 0.32, 0.37, -0.89, -0.97, 0.40

Model B:
ORCA calculation (ωB97M-V/def2-TZVPD) on an isolated ion of composition C8H17N2S and charge +1.

The value obtained for the HOMO energy is -12.27 eV. As for the total charge: +1. As for the SMILES: C[C@@]1(S)CNC[C@@H]2[NH2+]CC[C@@H]21.

Atoms and positions in Å:
H1 2.12 -2.12 0.27
H2 -0.77 3.34 -0.31
C1 0.47 -1.57 1.17
H3 -0.61 -2.10 -1.42
C2 -0.86 -1.01 0.61
S1 -2.22 -0.68 1.75
H4 -2.22 -2.09 -0.86
C3 -0.76 1.62 0.70
H5 0.93 3.18 0.41
H6 -1.98 -1.86 2.48
C4 0.04 2.64 -0.11
C5 -0.71 0.36 -0.16
C6 0.51 0.44 -1.06
H7 -1.86 1.92 0.93
H8 0.23 -2.61 1.46
H9 0.39 2.09 -2.15
H10 0.74 -0.97 2.04
C7 1.84 -0.13 -0.48
H11 -0.25 1.46 1.61
C8 -1.21 -2.01 -0.52
H12 2.54 -0.34 -1.18
H13 0.23 -0.08 -1.88
H14 -1.21 -3.05 -0.11
N1 1.45 -1.42 0.07
H15 2.19 0.60 0.24
H16 -1.44 0.35 -0.98
H17 1.69 2.19 -1.25
N2 0.73 1.86 -1.25

So, what does the Mulliken scheme give us? The charges, in e, come out as: 0.22, 0.28, -0.96, 0.30, 1.10, -0.19, 0.53, -0.98, 0.29, 0.20, -0.59, -0.58, -0.83, 0.54, 0.60, 0.40, 0.30, -1.15, 0.42, -1.61, 0.50, 0.67, 0.42, -0.23, 0.51, 0.40, 0.39, 0.03

model B wins, 0.0401 hartree ahead of the next structure.